Record 1
Below is a molecular structure, C36H85Br9NO21P5 at a distorted geometry, with properties calculated with ωB97M-V with the def2-TZVPD basis set.

The geometry in XYZ format:
```
157
C36H85Br9NO21P5 ωB97M-V with the def2-TZVPD basis set
H -5.007 1.462 -6.274
H 5.116 -3.355 -2.898
C -4.567 -2.191 -5.828
O -2.645 -0.419 -3.965
H -0.653 9.757 -6.752
C 0.013 -4.199 7.683
O 7.046 -1.476 -2.773
O -1.129 6.142 -8.930
H -0.705 1.068 -0.222
H 8.700 -0.385 -5.404
C 7.190 -3.938 -1.068
H 3.400 -4.128 -1.674
C 4.435 2.563 0.697
H 9.125 -4.499 -0.141
C 1.743 5.194 -9.329
C -4.735 -0.086 0.586
C -0.225 3.065 -0.869
P 6.360 -1.357 -1.334
H 0.542 1.158 -1.430
H -4.491 -6.776 3.734
H -3.457 -5.529 5.516
H 7.136 0.428 -3.523
C -0.574 5.671 -4.393
H 4.683 -2.981 1.234
H -5.607 -0.520 4.521
H 0.102 -3.655 4.571
O 0.346 8.223 -8.461
C 7.830 -0.387 -3.324
N 0.328 -4.566 6.408
P -0.073 6.719 -8.096
H 1.365 -6.049 5.412
O -5.281 -2.182 7.114
O -4.721 0.938 -3.428
H -5.289 3.148 -5.825
H 0.949 4.465 -9.496
H 8.556 -0.080 -2.573
H -4.889 -0.219 6.668
C -0.932 5.288 6.369
C -4.912 -1.297 4.845
H -6.788 -5.795 9.980
H -6.215 1.803 -5.100
P 1.852 0.326 1.067
H -1.397 -3.608 5.538
H -1.389 11.029 -7.721
O 1.317 1.621 0.344
C -4.230 1.986 -4.281
H -0.960 3.021 -1.676
P -4.595 -3.630 7.224
H -5.322 -2.278 4.613
H 1.411 6.874 -10.839
Br 4.011 -0.589 6.217
P -3.887 -0.415 -3.201
H -0.735 1.170 2.031
H 2.978 6.605 -10.284
H -0.686 0.823 4.354
H 2.496 -3.629 -3.111
C 8.597 -0.991 -4.511
C -4.915 -5.469 8.971
H 2.186 5.433 -11.423
O 0.974 0.184 2.423
O 6.885 -2.637 -0.564
H 3.563 2.792 0.089
O -5.407 -4.199 8.499
H 7.584 -4.769 0.844
Br 2.139 1.905 7.050
C -0.414 5.409 -5.882
O -4.940 -1.594 -3.463
H -0.447 -0.971 4.188
H 2.033 -5.641 6.991
H -3.991 -4.297 4.387
H 2.640 4.636 -9.068
C 8.060 -4.732 -0.135
C -5.124 -6.147 4.359
H -3.764 -0.372 1.006
C 4.653 -3.101 2.309
H -4.744 -3.233 -6.099
Br -2.064 6.751 5.734
H -5.034 -6.190 8.161
H -4.639 0.999 0.585
C 2.066 6.055 -10.535
H -1.429 4.663 7.097
C -5.233 2.131 -5.441
O 1.337 5.974 -8.200
H -5.944 -5.813 3.718
C -4.960 -0.630 -0.812
Br 5.274 -4.911 2.673
O -3.116 -3.664 7.284
O -0.347 6.708 -6.536
H 6.245 -4.494 -1.124
H -4.269 2.893 -3.681
H -5.194 -1.685 -0.955
C -0.518 -4.198 5.287
C 4.403 1.030 0.945
Br 5.122 2.393 6.199
H 5.348 2.918 0.221
Br 0.636 6.069 7.208
H -0.967 -3.703 7.667
H -0.733 3.622 -0.089
H 0.365 10.741 -7.765
H -1.645 5.773 -4.212
H -0.896 -0.586 1.698
C -0.458 0.166 2.362
H 8.102 -5.807 -0.349
H 2.448 -2.667 -1.683
H 5.263 0.680 1.501
H -5.594 -5.049 10.970
H -0.068 6.599 -4.134
C 3.123 -3.271 -2.296
H 9.608 -1.190 -4.133
O 0.750 -4.280 8.643
H 4.324 -2.012 -3.595
O 1.915 -0.867 0.213
H 8.308 -2.030 -4.669
Br 2.802 -2.805 2.867
O 4.809 -1.701 -1.612
O -3.758 -0.478 -1.616
H 0.525 4.882 -6.054
H -6.273 -2.595 -4.676
C -5.556 -1.780 -4.744
H -5.656 -6.764 5.086
H 4.259 3.073 1.645
C 4.397 -2.565 -2.651
H -5.431 -6.802 10.591
H -3.226 1.831 -4.664
O 3.221 0.779 1.748
O 6.578 -0.097 -0.616
C -0.679 9.180 -8.788
H -1.981 -0.293 3.881
H 3.273 1.366 4.884
C -5.722 -5.824 10.215
H -4.049 -1.080 4.210
H -3.514 -1.366 6.568
C -4.566 -1.202 6.328
H -4.600 -1.642 -6.771
C -0.915 -0.074 3.780
C -4.340 -5.062 5.083
H 2.270 -4.558 5.582
Br -0.479 4.071 4.872
H -0.182 4.853 -3.793
H -1.243 4.874 -6.339
H -1.658 8.698 -8.779
H -6.102 -0.860 -4.966
C 0.173 1.643 -0.522
C 1.574 -5.223 6.100
O -5.248 -4.451 6.025
Br 5.910 -1.783 2.988
H -5.492 -0.522 1.235
H 0.697 3.530 -1.218
C -0.615 10.264 -7.718
H -0.496 9.560 -9.791
H 4.251 0.528 -0.012
H -3.877 -5.444 9.306
H 7.526 -3.834 -2.102
C 3.570 1.269 5.922
H -3.538 -2.116 -5.479
H -5.766 -0.031 -1.247
H -0.897 -5.106 4.805
```

=====

Record 2
Below is a molecular structure, C36H86B4F18Mg3N3O27S6 at a distorted geometry, with properties calculated with ωB97M-V with the def2-TZVPD basis set.

The geometry in XYZ format:
```
183
C36H86B4F18Mg3N3O27S6 ωB97M-V with the def2-TZVPD basis set
H 2.582 7.393 -0.712
O -4.884 -0.577 0.822
H 8.189 -7.282 2.954
Mg 0.932 2.351 -0.671
C -2.217 0.459 -3.521
H 1.081 6.752 0.962
C 2.604 6.027 -6.425
S 0.642 5.914 -6.304
C 0.777 7.738 -2.783
H 2.642 5.220 -2.814
B -2.945 -2.891 -1.589
H -0.733 3.483 -3.064
F 2.936 6.435 -7.614
H -1.142 -5.722 11.786
H 3.208 -4.171 2.740
O 0.350 7.265 -5.757
H 5.166 -5.741 4.779
F -4.682 4.912 -1.077
H 6.092 -7.125 1.724
C 1.283 2.916 2.085
H 4.146 -5.840 0.798
H -0.320 -2.055 10.036
H 2.305 1.570 -0.048
H 5.355 -4.631 0.418
H -0.048 8.065 -3.416
C -6.873 -3.772 -0.162
F -1.963 3.674 -7.526
S 0.293 3.380 -5.936
C 2.478 6.236 -2.455
H 7.003 -5.687 1.171
C -0.464 -4.104 9.399
H 6.525 -5.899 5.844
C 3.771 -3.817 1.876
O -3.237 -5.383 0.304
C -1.285 -5.823 -1.211
C 1.461 5.730 0.936
O 1.150 6.386 -3.010
C 6.514 -6.165 2.020
O -3.831 7.522 -1.809
B -0.333 0.655 -0.649
H -0.661 -2.335 8.311
C -2.878 8.798 -4.144
H 0.786 3.213 -2.199
O -0.680 -1.248 -2.753
F -1.724 1.680 -6.738
Mg -0.340 5.178 -3.402
H 4.045 -2.431 -0.385
C 4.714 -5.008 1.215
H -6.777 -2.814 0.349
H -3.420 -1.936 -1.755
H 3.687 -0.356 4.379
C -5.367 -4.815 1.283
O -0.605 -2.965 0.830
H 4.500 -3.064 2.175
H 0.060 1.020 -1.586
H -1.558 1.320 -3.411
F -2.436 3.337 -5.530
H -1.459 -6.146 1.026
C 2.513 0.086 -5.080
O 0.132 -4.739 10.527
H -0.059 -0.388 -0.626
F -3.999 2.005 2.779
C 1.656 -1.428 -3.556
C -3.286 1.448 1.829
F -1.934 1.636 1.980
H -1.014 -0.722 -4.835
F 0.534 -0.680 2.291
H 1.947 -0.464 4.138
O -2.314 -5.795 -2.280
H -0.183 -4.688 8.522
H 2.345 1.521 -1.867
H 2.057 -0.631 -2.929
F -1.939 9.094 -3.241
C 7.447 -6.522 3.202
H 7.933 -5.589 3.486
H 2.982 -1.884 4.733
B 2.787 1.896 -0.957
F 2.939 6.931 -5.464
C -2.075 -6.192 0.128
C 1.817 -1.374 6.809
C -1.839 -6.074 -3.547
H 1.379 -0.470 8.863
H 1.842 -2.406 6.458
H -0.776 3.035 -1.343
H 0.816 -1.243 6.400
H -4.289 1.620 -2.993
H 2.663 2.965 -1.025
H 3.154 -1.426 0.717
C -1.587 3.005 -6.465
O -5.605 -4.503 -0.056
C -4.267 0.745 -2.343
C 3.132 -2.389 0.208
H 0.451 -2.656 -2.024
F -3.654 2.005 0.671
H 3.845 1.682 -0.971
H -0.290 4.923 2.151
H 2.940 -1.241 8.569
O -2.871 0.287 -2.309
H -2.773 0.670 -4.434
H 2.227 5.552 1.690
H -0.213 4.578 -1.753
C 0.370 -2.159 -2.991
H -4.918 -6.679 1.058
H -3.222 -3.233 -0.604
F -0.073 -2.272 3.773
H 1.575 8.378 -3.158
H -5.099 -3.828 1.662
C -0.056 -2.649 9.161
H 0.236 -3.017 -3.650
O 1.567 -0.945 -4.868
H -6.256 -5.217 1.768
H 2.351 0.715 -5.955
H 2.383 -2.191 -0.559
H 1.318 1.837 1.930
O 0.003 5.786 -7.649
C -0.481 -1.343 2.876
H 0.656 3.059 2.965
F -3.374 4.126 -2.508
O 1.911 5.369 -0.376
O 2.764 -3.479 0.957
F 3.091 4.761 -6.186
H 0.251 -6.510 11.502
H 0.700 7.960 -1.719
C -0.488 -5.936 10.941
C 1.874 -1.297 8.352
H -3.156 -3.621 -2.354
O 0.538 3.422 0.966
S -1.613 -2.320 1.649
O -2.445 -3.227 2.429
H -1.113 -5.315 -3.839
H -2.615 -6.181 -4.306
H -1.548 -4.132 9.508
H -7.768 -4.339 0.092
O 2.659 -0.505 6.062
C -1.525 -0.915 -3.892
N 0.199 4.650 -5.090
H 2.396 -2.210 -3.381
H -2.377 -7.230 -0.014
C -3.403 4.798 -1.354
H -1.311 -7.028 -3.518
H -4.629 1.148 -1.397
F -2.574 9.434 -5.268
C -4.240 -5.865 1.311
N -2.477 -1.051 0.681
S -2.721 6.565 -1.812
F -4.089 9.221 -3.735
O 1.384 -2.522 8.916
C 5.893 -6.460 5.155
H -1.410 0.718 -0.642
H -0.667 -4.925 -1.202
H -7.130 -3.505 -1.188
C 0.232 4.826 1.199
C 2.773 -0.815 4.757
H -0.544 5.087 0.479
H 5.353 -7.224 5.715
O -2.307 6.799 -5.784
H 3.838 6.215 -0.779
H 2.573 0.726 -4.199
H -1.876 -2.776 -1.499
O 5.428 -5.268 2.318
B -0.232 3.561 -2.112
O -4.244 6.362 -4.325
N -1.855 6.125 -3.295
O 6.811 -7.135 4.314
H -0.968 -6.535 10.167
H 3.211 6.638 -3.156
H 3.519 -0.333 -5.067
Mg -1.909 -0.888 -1.115
O -3.718 -1.068 3.056
H -3.939 -6.022 2.347
H -4.874 -0.111 -2.639
S -2.848 6.793 -4.356
S -3.619 -0.531 1.643
H -2.244 -1.725 -4.017
O 1.192 3.339 -7.138
F -2.627 4.106 -0.542
F -1.162 -0.460 3.557
H 2.300 3.305 2.124
O -1.599 6.848 -0.982
C 2.762 6.336 -0.907
H 0.105 1.111 0.225
H -0.465 -6.526 -1.363
O 0.603 2.400 -4.944
```

Charge: -1

=====

Number 1: frontier orbital gap 0.31117 Ha, LUMO energy -0.0079 Eh. Number 2: frontier orbital gap 0.28742 Ha, LUMO energy 0.0509 Eh.